Computed, not measured: 7 unconnected molecules or ions with the total composition C8H30O7 at a distorted geometry, with wB97M-V/def2-TZVPD.

XYZ file:
```
45
C8H30O7 (wB97M-V/def2-TZVPD)
C 13.324 2.278 1.357
C 13.176 2.669 -0.101
O 13.546 4.053 -0.279
H 12.968 3.119 1.958
H 14.360 2.083 1.639
H 12.704 1.427 1.633
H 12.114 2.569 -0.359
H 13.742 2.013 -0.771
H 13.091 4.327 -1.080
C 17.816 0.682 -1.002
C 17.064 0.235 0.237
O 17.617 0.892 1.384
H 17.481 0.105 -1.869
H 18.875 0.453 -0.878
H 17.668 1.735 -1.226
H 17.130 -0.849 0.353
H 15.997 0.467 0.134
H 17.720 0.280 2.115
C 16.589 5.885 -1.116
C 16.037 6.901 -0.152
O 17.098 7.433 0.643
H 16.971 4.978 -0.653
H 17.299 6.348 -1.800
H 15.770 5.537 -1.762
H 15.287 6.424 0.490
H 15.565 7.706 -0.719
H 16.884 8.337 0.886
C 20.136 6.810 1.790
C 19.432 5.613 2.382
O 19.382 4.555 1.417
H 20.206 7.586 2.556
H 19.525 7.209 0.980
H 21.129 6.561 1.421
H 18.419 5.925 2.670
H 19.907 5.248 3.302
H 18.640 4.002 1.685
O 13.421 5.492 2.620
H 14.230 5.094 2.286
H 13.146 6.103 1.930
O 16.509 3.521 1.694
H 16.027 4.000 1.010
H 16.736 2.665 1.298
O 15.329 3.520 4.318
H 15.709 3.648 3.434
H 15.401 2.572 4.459
```

Its SMILES is CCO.CCO.CCO.CCO.O.O.O. The value obtained for the HOMO energy is -9.432 eV. For the energy above the lowest of the compared OMol25 structures with the same formula, charge and spin, the calculation gives 13.5 kcal per mole.